Entry 1:
Computed, not measured: a structure of composition C39H30F4GeN4PPdSe, with the ωB97M-V functional and the def2-TZVPD basis.

Values from the calculation:
E = -192391.8256 eV
charge = -1
gap between HOMO and LUMO = 0.1954 Ha
E_HOMO = -0.140 hartree

Last column: Mulliken charge in e.
Geometry (Å):
Pd1 1.24211 1.16772 -0.56538  -0.03
C1 -2.19399 5.98313 -0.03982  -0.47
C2 -2.50956 5.31574 1.13778  -0.76
C3 -1.82094 4.16571 1.48635  -0.24
C4 -0.80896 3.68392 0.65655  0.63
C5 -0.49933 4.34857 -0.52721  -0.57
C6 -1.19452 5.50023 -0.87060  -0.74
P1 0.16056 2.22173 1.08733  1.76
C7 -0.96952 1.09466 1.93886  0.76
C8 -0.54618 0.35719 3.04344  -0.61
C9 -1.34836 -0.66013 3.53824  -0.86
C10 -2.55361 -0.96645 2.91796  -0.43
C11 -2.97798 -0.24047 1.81333  -0.72
C12 -2.19159 0.79883 1.33594  -0.93
C13 1.44894 2.70425 2.25257  0.09
C14 1.32205 3.40821 3.41776  -0.11
C15 2.47584 3.68291 4.18312  -0.92
C16 3.70824 3.26213 3.76176  -0.76
C17 3.86837 2.54127 2.55328  0.82
C18 5.12215 2.11065 2.05608  -0.89
C19 5.18999 1.44625 0.86550  -0.93
C20 4.02507 1.15802 0.11351  -0.23
C21 2.79645 1.54469 0.56725  0.21
C22 2.70923 2.25693 1.79776  0.07
H1 -2.73960 6.87711 -0.31420  0.38
H2 -3.29923 5.68667 1.77843  0.41
H3 -2.08320 3.62945 2.39093  0.40
H4 0.27442 3.95910 -1.18188  0.30
H5 -0.95790 6.01089 -1.79475  0.44
H6 0.41135 0.56749 3.50420  0.36
H7 -1.02045 -1.22960 4.39909  0.45
H8 -3.16084 -1.78416 3.28524  0.40
H9 -3.89310 -0.51142 1.29991  0.38
H10 -2.51187 1.35347 0.46357  0.54
H11 0.35174 3.75292 3.75558  0.45
H12 2.38105 4.23682 5.10823  0.42
H13 4.58906 3.48713 4.35226  0.39
H14 6.01918 2.32268 2.62545  0.37
H15 6.14964 1.12594 0.47940  0.41
H16 4.12304 0.63425 -0.83018  0.50
C23 0.99184 -5.20130 -0.55547  -1.36
Ge1 -0.15218 -3.92404 0.38534  0.61
C24 0.47430 -3.74390 2.23210  -1.06
C25 -2.01829 -4.47554 0.29817  -0.99
C26 -0.01710 -2.15225 -0.45460  1.50
Se1 1.78865 -1.43174 -0.62871  0.08
C27 2.25403 -2.26441 -2.32249  -0.91
H17 0.84068 -6.19990 -0.14272  0.44
H18 2.04593 -4.94280 -0.44443  0.35
H19 0.74320 -5.23267 -1.61681  0.37
H20 0.50446 -4.71542 2.72744  0.42
H21 -0.19103 -3.08754 2.79456  0.15
H22 1.47732 -3.31427 2.24870  0.37
H23 -2.19606 -5.32797 0.95570  0.49
H24 -2.28028 -4.76482 -0.72024  0.24
H25 -2.68080 -3.66004 0.59297  0.21
H26 -0.57341 -1.42919 0.14825  -1.13
H27 -0.45809 -2.15956 -1.45005  -0.85
H28 2.52728 -3.30046 -2.14290  0.42
H29 3.09078 -1.71912 -2.75183  0.37
H30 1.40410 -2.20574 -2.99680  0.05
F1 -0.08187 -1.79438 -5.52739  -0.41
C28 -0.73976 -1.35667 -4.43850  0.31
C29 -1.85443 -2.07595 -4.04665  0.38
F2 -2.17775 -3.14037 -4.79694  -0.39
C30 -2.64188 -1.75529 -2.92712  0.63
C31 -2.22345 -0.56833 -2.32819  0.00
C32 -1.08425 0.11002 -2.69743  0.52
F3 -0.74248 1.15567 -1.86971  -0.18
C33 -0.24845 -0.23963 -3.74959  0.40
C34 1.02078 0.42172 -4.04904  0.56
C35 1.45358 1.52230 -3.31099  -0.10
N1 1.82436 2.43503 -2.68046  -0.83
C36 2.00381 -0.14225 -4.89245  0.01
N2 2.85900 -0.58514 -5.53437  -0.72
F4 -2.87127 -0.09717 -1.24604  -0.41
C37 -3.70910 -2.58057 -2.40251  -0.07
C38 -4.46353 -2.20260 -1.27143  0.35
N3 -5.08742 -1.89360 -0.34401  -0.82
C39 -3.87919 -3.92385 -2.80743  -0.01
N4 -4.01980 -5.04067 -3.07855  -0.74



Entry 2:
Computed, not measured: a structure of composition C39H31As2CoN5OS, with the ωB97M-V functional and the def2-TZVPD basis.

Values from the calculation:
spin multiplicity = 5
E = -220578.1995 eV
charge = +1
gap between HOMO and LUMO (alpha / beta) = 0.3146 / 0.1813 Ha
E_HOMO (alpha / beta) = -0.395 / -0.396 hartree

Last column: Mulliken spin population.
Geometry (Å):
Co1 1.06534 0.60126 -0.78263  2.75
S1 0.00756 1.01897 -2.89704  0.71
C1 -0.64866 2.63552 -2.98980  0.01
C2 -0.85055 3.23570 -4.23269  0.11
C3 -1.28810 4.54485 -4.29489  -0.04
C4 -1.55320 5.25639 -3.13232  0.13
C5 -1.41207 4.64472 -1.89392  -0.05
C6 -0.96353 3.33433 -1.81434  0.11
As1 -0.68869 2.35403 -0.16525  0.05
C7 -2.36631 1.41084 0.08735  0.04
C8 -2.36544 0.39726 1.04393  -0.02
C9 -3.48639 -0.39003 1.23206  0.00
C10 -4.61979 -0.16113 0.46515  0.00
C11 -4.62486 0.84534 -0.48654  0.00
C12 -3.49818 1.62474 -0.68817  -0.01
C13 -0.68141 3.78727 1.14221  0.01
C14 -1.71544 3.97743 2.04948  0.00
C15 -1.65296 5.03230 2.94311  0.00
C16 -0.55575 5.87631 2.94356  0.00
C17 0.48836 5.67499 2.05350  0.00
C18 0.42925 4.62753 1.15401  0.00
H1 -0.65661 2.67363 -5.13347  0.00
H2 -1.40741 5.02231 -5.25578  0.00
H3 -1.86796 6.28766 -3.19376  0.00
H4 -1.64017 5.18260 -0.97797  0.01
H5 -1.47414 0.24639 1.65421  0.00
H6 -3.46683 -1.17768 1.97075  0.00
H7 -5.50056 -0.76737 0.60812  0.00
H8 -5.50649 1.02944 -1.08159  0.00
H9 -3.50422 2.40458 -1.44207  0.00
H10 -2.56639 3.30451 2.04326  0.00
H11 -2.45936 5.18814 3.64290  0.00
H12 -0.50671 6.68781 3.65152  0.00
H13 1.34824 6.32689 2.06739  0.00
H14 1.24244 4.45289 0.45107  0.00
C19 -1.53968 -3.60703 3.95620  0.00
C20 -1.80594 -4.15680 2.71405  0.00
C21 -1.29888 -3.56449 1.56904  0.00
C22 -0.51155 -2.42523 1.67053  0.02
C23 -0.27128 -1.85932 2.91831  0.00
C24 -0.78170 -2.45089 4.06021  0.00
As2 0.45071 -1.67425 0.12101  -0.02
C25 2.19505 -2.28152 0.69522  0.02
C26 2.98528 -1.73521 1.68849  0.00
C27 4.20585 -2.31594 1.99364  0.00
C28 4.64350 -3.41929 1.27936  0.00
C29 3.86012 -3.97171 0.28019  0.00
C30 2.61551 -3.42253 -0.00474  0.00
C31 1.63384 -3.95696 -0.94730  0.00
C32 1.75926 -5.14783 -1.65120  0.00
C33 0.70929 -5.60894 -2.42651  0.00
C34 -0.45925 -4.87372 -2.54425  0.00
C35 -0.58914 -3.66656 -1.87127  0.00
C36 0.43994 -3.22258 -1.05506  0.02
H15 -1.92246 -4.08223 4.84536  0.00
H16 -2.40358 -5.05329 2.63565  0.00
H17 -1.49820 -4.00583 0.60048  0.00
H18 0.33855 -0.96242 2.99353  0.00
H19 -0.58664 -2.02084 5.03174  0.00
H20 2.65590 -0.85616 2.22693  0.00
H21 4.81536 -1.90456 2.78394  0.00
H22 5.60509 -3.85361 1.50269  0.00
H23 4.22052 -4.82750 -0.27228  0.00
H24 2.66663 -5.72578 -1.57028  0.00
H25 0.80328 -6.55294 -2.93788  0.00
H26 -1.27005 -5.24962 -3.14960  0.00
H27 -1.50181 -3.08738 -1.96004  0.00
N1 2.22423 -1.75533 -3.97472  0.00
C37 2.58111 -0.74193 -3.16596  0.01
N2 3.34224 0.23894 -3.67914  0.02
O1 2.23743 -0.74393 -1.97134  0.02
H28 2.39936 -1.74880 -4.96317  0.00
H29 1.59247 -2.44741 -3.60728  0.00
H30 3.60272 0.26099 -4.64807  0.00
H31 3.63095 0.98952 -3.07168  0.00
N3 2.17491 1.29884 0.55660  -0.01
C38 1.95191 1.67312 1.66158  0.05
N4 1.84600 2.00193 2.84056  0.04
C39 0.98115 2.46241 3.67076  -0.01
N5 0.21899 2.86419 4.43433  0.02